Below is the molecule C22H27NO7 at a distorted geometry, with properties calculated with the ωB97M-V functional and the def2-TZVPD basis.

```
57
Properties=species:S:1:pos:R:3
C 3.782 -4.614 -0.857
C 2.892 -3.623 -1.598
C 2.297 -2.612 -0.621
C 1.500 -1.506 -1.239
C 1.088 -1.559 -2.530
C 0.359 -0.496 -3.167
O -0.153 -0.536 -4.263
O 0.237 0.673 -2.460
C 0.578 0.755 -1.155
C 0.256 1.966 -0.541
C 0.459 2.091 0.828
C 0.992 1.016 1.545
C 1.330 -0.169 0.926
O 1.795 -1.213 1.699
C 0.838 -1.777 2.582
C -0.288 -2.427 1.767
O -0.289 -3.603 1.476
N -1.239 -1.562 1.353
C -2.234 -1.928 0.366
C -3.627 -2.045 0.992
C -2.266 -0.845 -0.706
O -2.204 0.332 -0.456
O -2.384 -1.347 -1.923
C 1.158 -0.328 -0.468
O 0.146 3.190 1.538
C -0.702 4.163 0.908
C -2.150 3.669 0.981
C -0.531 5.441 1.727
C -0.251 4.384 -0.540
C -0.337 3.088 -1.338
H 3.209 -5.143 -0.099
H 4.606 -4.099 -0.367
H 4.197 -5.344 -1.547
H 3.479 -3.102 -2.358
H 2.094 -4.174 -2.098
H 3.102 -2.165 -0.033
H 1.658 -3.150 0.084
H 1.276 -2.414 -3.156
H 1.126 1.128 2.610
H 1.375 -2.549 3.134
H 0.435 -1.029 3.276
H -1.181 -0.578 1.573
H -1.936 -2.884 -0.075
H -3.928 -1.090 1.417
H -4.350 -2.343 0.238
H -3.607 -2.795 1.778
H -2.377 -0.666 -2.619
H -2.242 2.678 0.544
H -2.806 4.354 0.451
H -2.466 3.615 2.021
H 0.496 5.790 1.668
H -0.768 5.245 2.769
H -1.192 6.217 1.351
H 0.786 4.731 -0.524
H -0.863 5.159 -0.999
H -1.376 2.847 -1.579
H 0.197 3.183 -2.286
```

Output
gap between HOMO and LUMO	0.318	Eh
relative energy (zero: lowest compared OMol25 entry of this formula, charge and spin)	6.4	kcal per mole
calculated total energy	-1436.0403	hartree
lowest unoccupied orbital energy	0.30	eV

Here is what natural (NBO) gives for the atomic charges, in e: number 1, C, carries -0.5982; number 2, C, carries -0.3959; number 3, C, carries -0.4466; number 4, C, carries 0.1169; number 5, C, carries -0.3773; number 6, C, carries 0.7407; number 7, O, carries -0.5896; number 8, O, carries -0.4859; number 9, C, carries 0.4472; number 10, C, carries -0.1562; number 11, C, carries 0.3615; number 12, C, carries -0.3505; number 13, C, carries 0.3361; number 14, O, carries -0.5126; number 15, C, carries -0.1439; number 16, C, carries 0.6495; number 17, O, carries -0.6178; number 18, N, carries -0.6135; number 19, C, carries -0.1640; number 20, C, carries -0.6014; number 21, C, carries 0.8083; number 22, O, carries -0.6267; number 23, O, carries -0.6686; number 24, C, carries -0.1980; number 25, O, carries -0.4974; number 26, C, carries 0.2713; number 27, C, carries -0.6483; number 28, C, carries -0.6113; number 29, C, carries -0.4246; number 30, C, carries -0.4256; number 31, H, carries 0.2066; number 32, H, carries 0.2004; number 33, H, carries 0.2100; number 34, H, carries 0.1994; number 35, H, carries 0.1992; number 36, H, carries 0.2269; number 37, H, carries 0.2492; number 38, H, carries 0.2384; number 39, H, carries 0.2333; number 40, H, carries 0.2228; number 41, H, carries 0.1805; number 42, H, carries 0.4235; number 43, H, carries 0.2543; number 44, H, carries 0.2147; number 45, H, carries 0.2197; number 46, H, carries 0.2266; number 47, H, carries 0.5138; number 48, H, carries 0.2355; number 49, H, carries 0.2143; number 50, H, carries 0.2152; number 51, H, carries 0.2159; number 52, H, carries 0.2172; number 53, H, carries 0.2134; number 54, H, carries 0.2111; number 55, H, carries 0.2198; number 56, H, carries 0.2265; number 57, H, carries 0.2339

***

Below is the molecule C6H4S2 at a distorted geometry, with properties calculated with the ωB97M-V functional and the def2-TZVPD basis.

```
12
Properties=species:S:1:pos:R:3
C 0.566 0.790 0.326
C 1.360 -1.383 -0.286
C 0.223 -0.672 -0.109
C 2.034 1.064 0.184
C -1.045 -1.015 0.221
C -2.076 1.212 -0.298
S 2.766 -0.385 -0.056
S -0.702 2.018 -0.044
H 0.418 0.612 1.477
H 1.335 -2.353 -0.615
H -1.789 -1.581 -0.464
H -3.089 1.694 -0.335
```

Output
gap between HOMO and LUMO	0.252	Eh
relative energy (zero: lowest compared OMol25 entry of this formula, charge and spin)	129.2	kcal per mole
calculated total energy	-1027.0634	hartree
lowest unoccupied orbital energy	-0.75	eV

Here is what natural (NBO) gives for the atomic charges, in e: number 1, C, carries -0.5514; number 2, C, carries -0.5224; number 3, C, carries -0.1711; number 4, C, carries -0.3093; number 5, C, carries -0.1208; number 6, C, carries -0.4633; number 7, S, carries 0.5537; number 8, S, carries 0.5959; number 9, H, carries 0.3316; number 10, H, carries 0.2341; number 11, H, carries 0.1977; number 12, H, carries 0.2253

***

Below is a structure of composition C25H23N4O3SbSe4Zn at a distorted geometry, with properties calculated with the ωB97M-V functional and the def2-TZVPD basis.

```
61
Properties=species:S:1:pos:R:3
Zn -0.121 -0.063 0.179
C -1.865 -2.279 1.596
N -1.973 -0.832 1.496
C -3.239 -0.396 0.881
C -3.034 0.565 -0.272
C -3.780 1.727 -0.383
C -3.490 2.604 -1.416
C -2.529 2.248 -2.348
C -1.863 1.048 -2.181
N -2.085 0.234 -1.149
C -1.711 -0.224 2.797
C -0.267 -0.372 3.192
C 0.124 -0.181 4.509
C 1.469 -0.242 4.823
C 2.383 -0.506 3.816
C 1.914 -0.687 2.529
N 0.617 -0.629 2.224
C -1.428 -2.888 0.294
C -1.975 -4.070 -0.187
C -1.495 -4.596 -1.376
C -0.481 -3.925 -2.039
C 0.007 -2.750 -1.488
N -0.458 -2.243 -0.352
H -2.797 -2.744 1.951
H -1.088 -2.507 2.329
H -3.883 0.081 1.626
H -3.750 -1.279 0.481
H -4.502 1.981 0.377
H -3.974 3.570 -1.458
H -2.257 2.913 -3.156
H -1.084 0.734 -2.866
H -2.360 -0.649 3.577
H -1.966 0.842 2.754
H -0.617 0.082 5.250
H 1.797 -0.038 5.834
H 3.447 -0.525 4.011
H 2.583 -0.866 1.697
H -2.763 -4.559 0.371
H -1.912 -5.511 -1.780
H -0.077 -4.294 -2.972
H 0.791 -2.181 -1.968
O 5.129 -0.318 -1.556
C 4.519 0.533 -2.396
C 5.292 1.308 -3.261
C 4.685 2.171 -4.155
C 3.300 2.283 -4.205
C 2.531 1.527 -3.338
C 3.119 0.651 -2.434
C 2.269 -0.127 -1.471
O 2.838 -0.919 -0.677
O 1.015 0.019 -1.556
H 4.378 -0.736 -1.040
H 6.371 1.225 -3.208
H 5.298 2.780 -4.810
H 2.826 2.971 -4.895
H 1.453 1.614 -3.318
Se -0.999 5.887 1.220
Sb -1.056 3.684 2.259
Se 0.057 2.167 0.470
Se -3.421 3.038 2.723
Se 0.085 3.648 4.443
```

Output
gap between HOMO and LUMO	0.158	Eh
net charge	-2
relative energy (zero: lowest compared OMol25 entry of this formula, charge and spin)	14.4	kcal per mole
calculated total energy	-13036.7612	hartree
lowest unoccupied orbital energy	3.59	eV

Here is what natural (NBO) gives for the atomic charges, in e: number 1, Zn, carries 1.5950; number 2, C, carries -0.2577; number 3, N, carries -0.4878; number 4, C, carries -0.2641; number 5, C, carries 0.2210; number 6, C, carries -0.2296; number 7, C, carries -0.1402; number 8, C, carries -0.2563; number 9, C, carries 0.0649; number 10, N, carries -0.5421; number 11, C, carries -0.3091; number 12, C, carries 0.2346; number 13, C, carries -0.2248; number 14, C, carries -0.1396; number 15, C, carries -0.2709; number 16, C, carries 0.0622; number 17, N, carries -0.5565; number 18, C, carries 0.2376; number 19, C, carries -0.2638; number 20, C, carries -0.1628; number 21, C, carries -0.2752; number 22, C, carries 0.0932; number 23, N, carries -0.4947; number 24, H, carries 0.1779; number 25, H, carries 0.2351; number 26, H, carries 0.2382; number 27, H, carries 0.1893; number 28, H, carries 0.2580; number 29, H, carries 0.2225; number 30, H, carries 0.2114; number 31, H, carries 0.1988; number 32, H, carries 0.1806; number 33, H, carries 0.3139; number 34, H, carries 0.2332; number 35, H, carries 0.2100; number 36, H, carries 0.2096; number 37, H, carries 0.2266; number 38, H, carries 0.2101; number 39, H, carries 0.2047; number 40, H, carries 0.2135; number 41, H, carries 0.2342; number 42, O, carries -0.7143; number 43, C, carries 0.4323; number 44, C, carries -0.3243; number 45, C, carries -0.1852; number 46, C, carries -0.2804; number 47, C, carries -0.1274; number 48, C, carries -0.2772; number 49, C, carries 0.8003; number 50, O, carries -0.7559; number 51, O, carries -0.8394; number 52, H, carries 0.5093; number 53, H, carries 0.2047; number 54, H, carries 0.1948; number 55, H, carries 0.2022; number 56, H, carries 0.2348; number 57, Se, carries -0.8613; number 58, Sb, carries 1.0960; number 59, Se, carries -1.0520; number 60, Se, carries -0.9568; number 61, Se, carries -0.9014

***

Below is the molecule C9H13N3O at a distorted geometry, with properties calculated with the ωB97M-V functional and the def2-TZVPD basis.

```
26
Properties=species:S:1:pos:R:3
C -1.605 -1.175 1.726
O -0.232 -1.008 1.958
C 0.466 -1.302 0.863
C 1.272 -2.471 0.917
C 1.960 -2.957 -0.203
C 2.050 -2.089 -1.304
C 1.354 -0.864 -1.337
C 0.490 -0.535 -0.296
N -0.463 0.546 -0.162
N -0.166 1.556 -0.869
N -1.013 2.539 -0.673
C -2.140 2.426 0.174
C -0.532 3.812 -1.129
H -2.058 -1.711 2.603
H -1.782 -1.791 0.824
H -2.051 -0.161 1.570
H 1.183 -3.101 1.813
H 2.574 -3.844 -0.202
H 2.643 -2.304 -2.175
H 1.518 -0.178 -2.148
H -2.706 1.535 -0.126
H -1.847 2.213 1.271
H -2.704 3.413 0.099
H -1.396 4.340 -1.624
H -0.194 4.462 -0.260
H 0.273 3.633 -1.845
```

Output
gap between HOMO and LUMO	0.326	Eh
relative energy (zero: lowest compared OMol25 entry of this formula, charge and spin)	80.6	kcal per mole
calculated total energy	-590.1484	hartree
lowest unoccupied orbital energy	0.83	eV

Here is what natural (NBO) gives for the atomic charges, in e: number 1, C, carries -0.2526; number 2, O, carries -0.5118; number 3, C, carries 0.2846; number 4, C, carries -0.2371; number 5, C, carries -0.2215; number 6, C, carries -0.2151; number 7, C, carries -0.2296; number 8, C, carries 0.0546; number 9, N, carries -0.3220; number 10, N, carries 0.0286; number 11, N, carries -0.2238; number 12, C, carries -0.4488; number 13, C, carries -0.4049; number 14, H, carries 0.1834; number 15, H, carries 0.1828; number 16, H, carries 0.1899; number 17, H, carries 0.2173; number 18, H, carries 0.2175; number 19, H, carries 0.2093; number 20, H, carries 0.2243; number 21, H, carries 0.2285; number 22, H, carries 0.2115; number 23, H, carries 0.2149; number 24, H, carries 0.1950; number 25, H, carries 0.1914; number 26, H, carries 0.2336

***

Below is a structure of composition C24H33ClN2O2 at a distorted geometry, with properties calculated with the ωB97M-V functional and the def2-TZVPD basis.

```
62
Properties=species:S:1:pos:R:3
C -0.024 3.189 -1.852
C -1.273 2.826 -2.692
O -1.750 1.501 -2.470
C -2.373 1.253 -1.361
C -3.050 2.082 -0.558
C -3.425 1.822 0.649
C -3.397 0.606 0.956
C -2.794 -0.647 0.090
C -2.297 -0.174 -1.159
O -1.894 -0.979 -1.980
H -1.348 -0.475 -2.781
C -2.588 -2.074 0.429
N -1.981 -2.190 1.614
C -1.852 -3.397 2.356
H -1.311 -3.576 3.124
H -2.952 -3.379 2.611
H -1.851 -4.170 1.645
C -0.425 -1.746 1.290
H -0.310 -1.235 0.601
C 0.444 -1.147 2.519
C -0.290 -0.044 2.942
C 0.111 1.330 1.993
C 1.570 1.358 1.798
N 2.078 0.269 1.197
C 3.480 -0.006 0.739
H 4.061 0.161 1.696
C 3.584 -0.722 -0.340
C 2.986 -0.741 -1.429
C 2.968 0.526 -2.437
C 2.063 0.589 -3.416
C 1.203 -0.509 -3.621
C 0.954 -1.616 -2.849
C 1.890 -1.608 -1.664
H 1.639 -2.430 -1.085
H 0.171 -2.224 -2.982
Cl 0.194 -0.295 -4.880
H 2.159 1.176 -4.165
H 3.798 1.385 -2.166
H 3.781 -1.760 0.104
H 4.960 -0.461 -0.658
H 3.389 1.414 0.433
C 1.983 -0.748 2.097
H 2.259 -1.831 1.615
H 2.278 -0.698 3.007
H 1.685 2.075 0.935
H 1.870 1.572 2.825
H -0.677 1.034 1.166
H -0.597 2.153 2.556
H -1.291 -0.265 3.147
H 0.246 0.347 3.893
H 0.396 -2.052 3.340
H 0.138 -2.824 0.992
H -2.382 -2.723 -0.172
H -3.756 -2.236 0.920
H -3.786 0.153 2.098
H -3.673 2.621 1.518
H -2.932 3.199 -0.784
H -1.940 3.711 -2.770
H -0.818 2.838 -3.824
H 0.434 4.315 -1.976
H -0.435 3.077 -0.861
H 0.700 2.399 -1.965
```

Output
gap between HOMO and LUMO	0.285	Eh
relative energy (zero: lowest compared OMol25 entry of this formula, charge and spin)	538.2	kcal per mole
calculated total energy	-1653.6509	hartree
lowest unoccupied orbital energy	0.06	eV

Here is what natural (NBO) gives for the atomic charges, in e: number 1, C, carries -0.6511; number 2, C, carries -0.0818; number 3, O, carries -0.5069; number 4, C, carries 0.2140; number 5, C, carries -0.2538; number 6, C, carries -0.3363; number 7, C, carries -0.1389; number 8, C, carries -0.0838; number 9, C, carries 0.3427; number 10, O, carries -0.6686; number 11, H, carries 0.5122; number 12, C, carries -0.2029; number 13, N, carries -0.4258; number 14, C, carries -0.3956; number 15, H, carries 0.2003; number 16, H, carries 0.1960; number 17, H, carries 0.1624; number 18, C, carries -0.1550; number 19, H, carries 0.1197; number 20, C, carries -0.2004; number 21, C, carries -0.4213; number 22, C, carries -0.4139; number 23, C, carries -0.2680; number 24, N, carries -0.5063; number 25, C, carries -0.1269; number 26, H, carries 0.2484; number 27, C, carries -0.4782; number 28, C, carries -0.0695; number 29, C, carries -0.1034; number 30, C, carries -0.2975; number 31, C, carries -0.0681; number 32, C, carries -0.2407; number 33, C, carries -0.0848; number 34, H, carries 0.1952; number 35, H, carries 0.2263; number 36, Cl, carries 0.0470; number 37, H, carries 0.2144; number 38, H, carries 0.2292; number 39, H, carries 0.2483; number 40, H, carries 0.1864; number 41, H, carries 0.1082; number 42, C, carries -0.2059; number 43, H, carries 0.1792; number 44, H, carries 0.1657; number 45, H, carries 0.2282; number 46, H, carries 0.1726; number 47, H, carries 0.2272; number 48, H, carries 0.2377; number 49, H, carries 0.2362; number 50, H, carries 0.1661; number 51, H, carries 0.1888; number 52, H, carries 0.1325; number 53, H, carries 0.1671; number 54, H, carries 0.1679; number 55, H, carries 0.1995; number 56, H, carries 0.2290; number 57, H, carries 0.1996; number 58, H, carries 0.1971; number 59, H, carries 0.1824; number 60, H, carries 0.2247; number 61, H, carries 0.2143; number 62, H, carries 0.2188